84
Properties=species:S:1:pos:R:3:forces:R:3 method="wB97M-V/def2-TZVPD" e_lumo_ev=-4.0 total_charge=+1 e_homo_ha=-0.372
C -0.381996 1.829402 4.305199 -0.002 -0.044 -0.271
N -1.681614 1.170323 4.167500 -0.081 -0.078 0.352
C -2.841832 2.039089 4.104556 0.105 0.082 -0.072
C -3.312951 2.364335 2.667737 -0.049 0.208 -0.061
N -2.148860 2.486764 1.802458 -0.301 0.335 -0.050
C -2.394141 3.176496 0.508590 0.153 0.070 0.144
C -1.339962 2.667291 -0.525066 0.042 -0.050 0.109
C -0.532544 1.446419 -0.099218 -0.029 0.100 -0.321
O 0.344019 1.075310 -1.178509 0.139 -0.193 0.179
C -0.028872 -0.008240 -1.886889 -0.289 0.118 0.026
O 0.736107 -0.744261 -2.412475 0.177 0.013 -0.221
B -2.175635 4.779984 0.633591 -0.152 0.020 0.059
C -1.957880 5.763578 -0.565582 -0.107 -0.002 -0.045
O -2.144640 5.212304 1.928607 0.136 0.010 -0.076
C -3.847896 2.947682 0.048641 0.114 -0.081 -0.049
S -5.036673 4.285046 0.227660 -0.060 0.007 -0.006
N -4.414809 1.605519 0.573608 0.258 -0.119 -0.399
Cl -3.757598 0.350924 -0.470359 -0.178 -0.031 0.030
C -4.279731 1.311619 2.103783 0.101 -0.153 0.478
C -3.763387 -0.097062 2.351582 0.074 -0.013 -0.111
C -5.680269 1.416259 2.774126 -0.241 -0.197 -0.178
N -6.666285 2.202789 2.063712 0.105 0.038 -0.240
C -7.652111 2.849536 2.931144 -0.004 0.085 -0.078
H 0.182910 1.781794 3.371215 -0.022 0.048 -0.024
H -0.488572 2.883632 4.585212 0.035 -0.034 0.094
H 0.217594 1.326866 5.061272 0.002 0.041 0.044
H -1.804165 0.518065 4.927161 0.018 -0.008 -0.029
H -2.651627 3.006986 4.588174 0.068 -0.021 0.003
H -3.653876 1.578747 4.668736 -0.062 0.059 -0.046
H -3.852886 3.319198 2.756561 -0.108 -0.068 -0.027
H -1.497827 3.082326 2.304854 0.162 -0.239 0.041
H -1.800468 2.474232 -1.497889 0.004 0.019 0.005
H -0.603171 3.454457 -0.699646 -0.025 0.007 -0.125
H 0.130908 1.681979 0.727048 -0.068 -0.043 0.116
H -1.148568 0.598248 0.192361 0.007 0.025 0.038
H -1.127323 -0.129423 -1.967861 0.031 -0.014 0.188
H -1.741648 5.284738 -1.519754 0.021 -0.010 0.002
H -2.877400 6.339705 -0.705230 0.031 0.049 0.009
H -1.165911 6.490022 -0.363764 0.026 -0.040 -0.009
H -1.930696 6.148875 2.009257 -0.039 0.015 0.063
H -3.854923 2.821914 -1.032912 0.020 -0.060 0.000
H -4.962822 4.444065 1.553125 -0.021 0.024 0.043
H -5.405507 1.601412 0.321893 -0.078 0.287 0.251
H -4.357727 -0.839918 1.822572 -0.003 -0.022 -0.036
H -2.705590 -0.195052 2.122903 -0.023 -0.021 -0.049
H -3.889748 -0.301877 3.413446 0.036 0.027 0.010
H -6.049486 0.402796 2.970836 0.092 -0.023 0.017
H -5.517053 1.874233 3.750158 0.002 0.040 -0.018
H -7.157875 1.639643 1.379837 -0.113 -0.108 0.191
H -7.217445 3.742960 3.382547 0.015 -0.060 0.079
H -8.502315 3.166940 2.331560 0.009 0.022 -0.020
H -8.022742 2.189537 3.722270 0.015 0.021 0.006
C 3.658488 -1.737412 -3.382654 0.041 -0.132 0.037
O 4.412949 -2.845018 -3.851177 0.043 0.092 -0.018
C 3.902580 -3.401585 -5.050609 0.026 -0.092 0.064
C 4.700459 -2.969752 -6.261137 -0.001 0.029 -0.062
O 4.584453 -1.578468 -6.503367 -0.018 0.008 0.044
C 5.699559 -0.828855 -6.061354 -0.005 0.007 0.000
H 4.225118 -1.276254 -2.574466 0.007 -0.020 0.008
H 3.496964 -0.998668 -4.171085 -0.017 0.004 -0.002
H 2.692525 -2.067281 -2.994326 0.000 0.050 -0.036
H 2.850832 -3.126155 -5.181822 0.000 0.002 -0.005
H 3.958685 -4.491504 -4.963212 -0.006 0.002 -0.005
H 4.318969 -3.493886 -7.142500 0.002 -0.007 0.004
H 5.751055 -3.249448 -6.129237 -0.002 -0.004 0.000
H 6.575421 -1.018922 -6.691081 0.007 -0.017 0.015
H 5.952390 -1.056772 -5.022635 0.001 0.007 0.001
H 5.432518 0.223495 -6.142116 0.004 -0.001 -0.019
C 5.658718 -7.360618 -0.089273 0.009 -0.007 -0.004
O 6.293790 -6.244845 -0.679921 -0.031 -0.009 0.028
C 5.398464 -5.340211 -1.307117 0.154 0.023 -0.046
C 5.148003 -4.122237 -0.447465 -0.166 0.053 0.005
O 4.454645 -4.451455 0.749271 0.035 -0.001 0.009
C 5.293750 -4.531986 1.884101 -0.007 -0.019 0.004
H 6.410278 -7.887651 0.496146 0.005 -0.007 -0.016
H 4.838811 -7.058477 0.568028 0.001 -0.004 0.004
H 5.268217 -8.041775 -0.853634 -0.021 0.010 0.001
H 4.450479 -5.835437 -1.542064 -0.010 0.008 0.018
H 5.853504 -5.015479 -2.246682 -0.028 0.008 -0.010
H 4.527832 -3.416596 -1.006795 0.011 -0.016 -0.025
H 6.097357 -3.629153 -0.214336 0.015 -0.020 -0.006
H 5.648036 -3.538820 2.183599 0.018 -0.002 -0.012
H 6.158785 -5.174542 1.702650 0.000 -0.001 0.006
H 4.701882 -4.952441 2.695933 -0.007 0.017 0.001

***

93
Properties=species:S:1:pos:R:3:forces:R:3 method="wB97M-V/def2-TZVPD" multiplicity=2 e_lumo_ev="-2.2 / -2.1" total_charge=+1 relative_energy_kcal_mol=0.00 e_homo_ha="-0.415 / -0.415"
O 1.557056 -0.716535 -0.914121 -0.076 0.237 0.575
V 0.300436 -0.134201 -0.285074 0.811 -0.591 -0.086
P 4.913468 0.736612 -0.761975 0.702 -1.168 1.341
F 6.306062 0.468423 -1.506653 -0.131 0.906 0.022
F 5.168125 -0.675478 0.088834 -0.504 0.072 -0.199
F 5.628897 1.461560 0.524226 -0.053 0.175 -0.513
F 3.467389 0.915280 -0.042094 -0.186 0.124 0.365
F 4.689390 2.212783 -1.408499 0.168 -0.814 -0.757
F 4.174843 -0.147437 -1.905284 -0.034 0.979 -0.210
C 1.379069 2.628737 -2.284453 -0.501 0.691 -0.100
O 0.788596 1.639329 -1.896462 -0.394 -0.401 -0.272
N 0.827281 3.573520 -3.084457 0.073 0.491 -0.141
C -0.371374 3.414076 -3.897822 0.318 0.463 -0.096
C 1.598793 4.780075 -3.342573 0.195 0.373 0.425
H 2.402403 2.921445 -2.019805 0.078 -0.482 0.395
H -1.076494 4.247577 -3.828457 0.160 0.153 0.610
H -0.917278 2.508623 -3.652573 0.339 -0.241 -0.183
H -0.034304 3.497400 -4.933838 -0.229 -0.672 -0.196
H 2.362934 4.903567 -2.575503 0.113 -0.263 -0.078
H 2.093877 4.808546 -4.314550 -0.181 -0.153 -0.119
H 0.980657 5.671626 -3.221756 -0.235 -0.113 -0.247
C -0.752591 -3.335780 0.431736 0.167 -1.823 -0.920
O -0.455564 -2.301047 -0.143929 -0.189 0.754 0.568
N -1.976483 -3.799140 0.683292 -0.522 1.672 0.877
C -2.245418 -5.141220 1.163585 -0.519 -0.696 -1.669
C -3.139320 -2.987762 0.329906 -0.301 -0.917 -1.277
H -0.052142 -4.179738 0.576271 0.545 0.578 0.371
H -1.421120 -5.616153 1.685626 -0.084 0.358 0.417
H -2.436871 -5.769883 0.282610 0.255 -0.097 -0.046
H -3.225484 -5.192330 1.633708 0.393 0.271 0.808
H -3.965371 -3.209213 1.001445 0.092 0.359 0.211
H -2.949916 -1.934559 0.150380 0.434 0.036 0.659
H -3.455810 -3.334277 -0.662840 -0.244 -0.085 0.043
C -1.003013 -0.733667 2.750433 -0.176 0.730 -0.012
O -0.876902 -0.265535 1.624918 -0.099 -0.291 -0.376
N -2.181758 -0.724085 3.390996 -0.490 -0.085 0.681
C -2.326076 -1.126258 4.762436 -0.024 -1.087 1.129
C -3.451753 -0.456725 2.720713 0.741 0.705 -0.695
H -0.143927 -1.103833 3.320203 -0.017 -0.054 0.031
H -2.848622 -2.088366 4.778021 -0.080 0.064 0.220
H -2.885338 -0.440599 5.403329 -0.248 0.305 -0.572
H -1.409488 -1.269273 5.338279 0.378 0.017 -0.656
H -3.156020 -0.299284 1.683948 -0.502 -0.012 -0.120
H -4.189992 -1.251007 2.821522 0.347 -0.336 0.069
H -3.937649 0.449766 3.087043 0.237 0.099 0.156
C 1.078986 2.197513 1.782946 -0.039 -1.305 -1.073
O 0.510510 1.866690 0.725658 -0.169 0.098 0.338
N 0.444317 2.456907 2.911025 -0.416 0.981 0.969
C 1.158134 2.922022 4.087366 0.831 1.025 0.004
C -0.992793 2.636698 3.065782 -0.110 0.657 0.239
H 2.173556 2.187606 1.839666 -0.023 0.128 0.041
H 2.232657 2.760666 4.004094 -0.123 -0.719 0.129
H 0.715921 2.549581 5.008996 0.205 -0.475 -0.106
H 1.132657 4.013924 4.188353 -0.492 0.037 -0.240
H -1.187410 3.581267 3.583372 0.368 0.016 0.167
H -1.535086 2.780953 2.143853 0.163 -0.753 -0.426
H -1.393476 1.867968 3.723755 -0.215 -0.246 -0.325
C -2.491901 1.058686 -1.627149 0.676 0.404 -0.660
O -1.749018 0.467513 -0.851888 -0.185 0.272 0.913
N -3.224633 2.150982 -1.375350 0.682 -0.747 -0.057
C -4.046581 2.708802 -2.443696 -0.129 -0.894 0.383
C -3.276160 2.727557 -0.040450 -1.297 -0.353 0.191
H -2.528268 0.741914 -2.678934 -0.186 -0.086 0.031
H -3.742749 3.747645 -2.537381 -0.665 0.103 -0.435
H -5.096672 2.476211 -2.244741 -0.113 0.980 0.428
H -3.936293 2.115676 -3.352163 0.764 0.377 -0.149
H -3.037611 1.947785 0.676442 0.387 0.045 0.015
H -2.711592 3.637576 0.154242 0.436 -0.134 -0.478
H -4.324097 2.980668 0.141712 -0.008 0.091 0.042
C 3.011107 -1.001732 2.070974 0.207 -0.102 -0.795
O 1.871722 -0.694137 1.712410 -0.521 0.037 0.443
N 3.329798 -2.196058 2.572856 -0.236 -0.199 -0.338
C 4.637713 -2.449974 3.108353 0.934 -0.349 -0.056
C 2.314479 -3.235133 2.680374 1.123 -0.218 -0.212
H 3.887790 -0.372451 1.893768 -0.166 0.302 0.225
H 5.065247 -3.370005 2.702364 -0.290 -0.142 0.055
H 4.624802 -2.526613 4.198517 -0.016 0.034 -0.011
H 5.359919 -1.694061 2.800310 -0.317 0.313 0.074
H 2.780751 -4.221667 2.613672 0.388 0.144 0.568
H 1.862186 -3.096772 3.662545 -0.858 -0.421 -0.334
H 1.723330 -3.271638 1.767698 -0.717 0.753 0.462
C -0.549157 -1.715811 -3.472471 0.978 0.176 0.106
O -0.217819 -1.024872 -2.517093 -0.955 0.098 -0.442
N 0.198451 -1.832336 -4.568511 -1.175 0.215 -0.953
C 1.494157 -1.136448 -4.722687 -1.208 -0.999 0.049
C -0.196629 -2.790077 -5.611911 0.136 -0.284 1.177
H -1.441624 -2.357784 -3.519032 -0.213 0.139 0.251
H 1.659029 -1.002512 -5.789388 0.206 -0.072 0.025
H 2.182106 -1.860190 -4.287615 0.787 0.807 0.028
H 1.417634 -0.163381 -4.248172 0.399 -0.185 0.389
H 0.264421 -3.739735 -5.324266 0.675 0.014 -1.018
H -1.245472 -3.092941 -5.588360 -0.233 0.794 0.125
H 0.040498 -2.342053 -6.570586 0.199 -0.583 -0.192

***

83
Properties=species:S:1:pos:R:3:forces:R:3 method="wB97M-V/def2-TZVPD" smiles="[H]/N=C/CBCCCCCCC.CCOP(=O)(OCC)OCC.CCOP(=O)(OCC)OCC" e_lumo_ev=0.4 e_homo_ha=-0.362
C -4.933056 1.944893 -2.093706 -0.092 0.313 0.346
C -5.282362 3.302922 -2.739229 -0.497 -0.670 -0.271
C -4.742959 3.562630 -4.153839 0.511 0.992 -0.065
C -3.307030 3.117442 -4.434225 -0.195 -0.351 0.314
C -2.244549 3.641637 -3.449551 -0.077 -0.713 -0.472
C -1.123220 2.591209 -3.339280 0.471 0.692 -0.187
C 0.287791 3.179605 -3.045212 -0.241 -0.273 0.584
B 0.509379 3.303743 -1.500640 0.023 0.358 -0.394
C 1.125505 4.570005 -0.766070 -0.339 -0.256 0.186
C 0.111474 5.667990 -0.627525 -0.175 -0.159 -0.129
N -1.052241 5.562728 -1.127120 0.291 0.167 0.266
H -5.794573 1.278650 -2.076289 0.023 -0.074 -0.116
H -4.107613 1.409185 -2.556708 0.055 0.096 -0.082
H -4.661547 2.118978 -1.051760 0.076 -0.198 0.032
H -5.037424 4.113855 -2.054518 0.304 0.039 -0.117
H -6.372004 3.334495 -2.821805 -0.015 0.181 0.063
H -4.758271 4.651977 -4.288453 -0.142 0.000 -0.071
H -5.405252 3.183009 -4.934132 -0.044 -0.280 0.140
H -3.019948 3.384447 -5.454164 -0.074 0.055 -0.030
H -3.283501 2.023578 -4.410689 0.022 -0.024 -0.006
H -1.808789 4.564213 -3.833570 -0.150 0.188 0.186
H -2.702365 3.830924 -2.481785 0.161 0.170 0.076
H -1.083601 2.069369 -4.297119 0.014 -0.161 0.051
H -1.351693 1.874058 -2.549547 -0.162 -0.195 -0.176
H 1.019302 2.429349 -3.381765 0.081 0.033 0.028
H 0.496290 4.099036 -3.594780 -0.132 0.006 -0.110
H 0.209125 2.345488 -0.847769 -0.022 0.014 0.105
H 1.990348 4.996620 -1.284261 0.118 -0.112 0.050
H 1.416687 4.282326 0.249159 0.308 0.206 -0.010
H 0.415446 6.556144 -0.062090 0.071 -0.006 -0.037
H -1.579254 6.410580 -0.918352 -0.173 -0.083 -0.082
O -3.139617 -0.587613 0.951106 1.398 -2.474 -0.770
P -2.596393 -0.869248 2.297198 -1.855 4.597 3.309
O -3.852769 -1.104967 3.287626 0.595 -0.501 -0.330
C -4.669754 -2.267844 3.124425 -0.163 -0.262 0.010
C -3.999496 -3.520628 3.659536 0.154 0.019 -0.068
O -2.123285 0.612496 2.800834 0.272 -0.398 -0.135
C -1.938332 1.679669 1.872203 -0.105 0.272 -0.141
C -3.150318 2.581537 1.797696 -0.219 0.104 0.154
O -1.502164 -1.612530 3.219289 -0.103 -1.173 -2.145
C -0.103857 -1.581351 2.821580 0.401 -0.053 0.215
C 0.626227 -0.375682 3.385421 -0.024 0.284 -0.247
H -4.938882 -2.388064 2.071006 0.018 0.060 0.005
H -5.586884 -2.076099 3.680206 0.039 0.142 0.000
H -3.130906 -3.791126 3.056364 -0.030 -0.030 -0.003
H -4.695180 -4.360733 3.648505 -0.032 0.033 -0.014
H -3.649240 -3.362743 4.679153 -0.062 0.013 0.028
H -1.682375 1.296635 0.884683 -0.092 -0.093 0.000
H -1.082416 2.262773 2.222657 0.033 -0.125 0.100
H -4.070313 2.011944 1.666331 0.087 -0.118 -0.167
H -3.046771 3.281936 0.966176 0.007 0.013 0.016
H -3.265335 3.152709 2.720777 0.054 0.018 -0.006
H -0.014812 -1.626870 1.734918 -0.031 -0.022 0.001
H 0.341930 -2.488591 3.224959 -0.184 -0.092 -0.038
H 0.511781 0.493013 2.739015 -0.064 0.044 0.059
H 1.694829 -0.582538 3.454848 -0.034 -0.138 0.020
H 0.241963 -0.108037 4.368160 0.014 -0.111 0.045
O 3.347910 -2.838969 1.445168 -1.562 -2.561 0.059
P 4.443964 -3.636016 0.852770 4.512 4.137 -1.044
O 5.700073 -3.563699 1.866267 -0.606 -0.688 -0.142
C 5.620242 -4.214136 3.139561 0.035 -0.177 0.262
C 5.785315 -5.718844 3.027383 -0.107 -0.026 -0.139
O 5.013394 -2.634125 -0.307450 -0.387 -0.494 -0.156
C 4.235922 -1.531880 -0.778265 0.004 0.279 0.060
C 4.635914 -0.245001 -0.086228 0.178 0.089 0.024
O 4.926016 -4.957683 0.062706 -2.204 -0.447 1.000
C 4.183569 -5.407589 -1.100588 0.100 -0.241 -0.327
C 4.694361 -4.777726 -2.384566 -0.192 0.318 -0.031
H 4.675065 -3.959962 3.628047 0.008 0.047 -0.043
H 6.426353 -3.799997 3.743671 0.007 0.112 -0.102
H 4.936931 -6.171103 2.510239 0.000 -0.016 0.044
H 5.858523 -6.170137 4.017483 -0.002 0.043 0.016
H 6.680783 -5.965196 2.457703 0.047 0.030 0.046
H 3.170903 -1.728724 -0.658099 0.009 -0.028 0.150
H 4.424716 -1.445087 -1.850984 0.095 -0.107 0.016
H 4.674072 -0.368819 0.995521 -0.176 -0.082 0.004
H 3.932070 0.554598 -0.324101 0.002 -0.009 -0.014
H 5.630831 0.066131 -0.408343 -0.009 0.000 -0.020
H 3.115601 -5.226058 -0.965440 0.009 0.012 0.044
H 4.329250 -6.485738 -1.145010 0.027 0.009 0.200
H 4.225265 -3.812064 -2.564628 0.081 0.052 0.028
H 4.455110 -5.412386 -3.238593 0.029 -0.100 0.073
H 5.770122 -4.618923 -2.342103 0.025 -0.119 0.025

***

Looking at M for the records above, in order, we have 547.976; 723.570; 517.390 g mol⁻¹.
Looking at electronic energy for the records above, in order, we have -66889.0483; -100665.0783; -59714.3603 eV.